H2NO3PS3 | ωB97M-V/def2-TZVPD

Geometry as XYZ:
```
10
Properties=species:S:1:pos:R:3:lowdin_charge:R:1
N -0.173 0.289 0.822 -0.3924
O 2.258 -0.006 1.295 -0.3478
O 1.096 -1.335 -0.721 -0.2726
O -1.087 -0.181 -1.713 -0.3123
P -1.228 0.080 -0.290 0.3393
S 1.675 1.370 -1.063 0.3298
S -3.095 0.405 0.590 0.5453
S 1.314 0.054 0.239 0.1896
H 1.944 -1.631 -0.957 0.0406
H -2.704 0.954 1.797 -0.1196
```

Results
- calculated total energy (eV) = -49458.0194
- orbital gap (Ha) = 0.2988
- ΔE to the lowest compared entry with this formula, charge and spin (kcal per mole) = 19.8
- multiplicity = 1